Entry 1:
Here is 14 unconnected molecules or ions with the total composition C46H115N5O14 in a non-equilibrium geometry from the Open Molecules 2025 dataset. Energies are from ωB97M-V/def2-TZVPD.

Its LUMO energy is 0.09 eV. The HOMO-LUMO gap comes out at 8.341 eV. As for the spin multiplicity: 1. Its highest occupied orbital energy is -8.250 eV. The energy above the lowest of the compared OMol25 structures with the same formula, charge and spin comes out at 104.5 kcal per mole.

Positions of all 180 atoms, in Å:
C  -4.496  -3.442  -1.004
O  -3.103  -3.134  -1.103
H  -4.768  -4.318  -1.596
H  -4.762  -3.570  0.048
H  -5.072  -2.600  -1.385
H  -2.655  -3.913  -0.758
O  -3.831  0.765  -6.479
H  -4.331  1.164  -5.751
H  -4.212  -0.111  -6.591
O  0.263  -0.376  -6.060
H  1.123  0.012  -6.263
H  0.149  -1.069  -6.720
O  -4.608  2.676  -4.201
H  -4.152  2.854  -3.366
H  -4.766  3.544  -4.583
O  -4.499  2.904  -1.074
H  -3.584  2.572  -1.117
H  -4.986  2.215  -0.614
O  -0.213  4.182  -5.086
H  0.316  4.723  -5.678
H  -0.938  3.848  -5.636
O  -3.782  5.587  -2.129
H  -4.137  4.830  -1.636
H  -4.314  5.631  -2.927
O  -3.009  7.616  -0.412
H  -2.749  8.225  -1.108
H  -3.188  6.778  -0.878
O  -1.377  1.987  -6.584
H  -2.239  1.536  -6.505
H  -0.705  1.303  -6.457
C  -0.126  0.556  -2.949
C  -1.304  0.869  -2.028
C  -1.285  -0.165  -0.883
C  -0.537  0.233  0.369
C  -1.065  1.584  0.834
C  -0.886  2.688  -0.222
N  -1.497  2.214  -1.471
O  -1.733  3.223  -2.449
C  -1.532  3.957  0.344
C  0.599  3.024  -0.443
C  -2.535  0.498  -2.891
H  0.882  0.803  -2.596
H  -0.055  1.303  -3.763
H  -0.258  -0.363  -3.509
H  -2.282  -0.530  -0.635
H  -0.709  -1.033  -1.219
H  0.531  0.289  0.125
H  -0.541  -0.505  1.174
H  -0.565  1.804  1.782
H  -2.143  1.587  1.015
H  -2.588  3.801  0.583
H  -1.072  4.211  1.297
H  -1.454  4.769  -0.378
H  1.311  2.205  -0.560
H  0.729  3.724  -1.273
H  1.014  3.552  0.423
H  -3.502  0.708  -2.423
H  -2.608  -0.528  -3.252
H  -2.557  1.123  -3.789
H  -1.036  3.032  -3.100
C  -6.450  0.007  5.712
C  -5.968  -1.222  4.913
C  -7.128  -1.937  4.178
C  -7.618  -1.236  2.922
C  -6.393  -1.111  2.012
C  -5.191  -0.371  2.642
N  -4.898  -1.001  3.923
O  -3.737  -0.542  4.567
C  -3.991  -0.631  1.712
C  -5.448  1.139  2.656
C  -5.485  -2.344  5.872
H  -6.348  0.934  5.148
H  -5.938  0.167  6.658
H  -7.517  -0.159  5.867
H  -6.778  -2.936  3.908
H  -7.978  -2.071  4.853
H  -8.181  -0.358  3.242
H  -8.299  -1.894  2.378
H  -6.661  -0.482  1.157
H  -6.042  -2.074  1.644
H  -3.709  -1.684  1.793
H  -4.227  -0.491  0.656
H  -3.129  -0.046  2.025
H  -4.709  1.726  3.209
H  -5.528  1.529  1.642
H  -6.372  1.365  3.195
H  -4.804  -1.965  6.638
H  -4.904  -3.108  5.353
H  -6.291  -2.875  6.380
H  -3.863  0.403  4.760
C  5.167  -1.191  -0.639
C  5.370  0.323  -0.928
C  5.386  1.217  0.298
C  6.735  1.009  1.057
C  7.880  1.429  0.145
C  7.886  0.622  -1.176
N  6.548  0.576  -1.755
O  6.513  -0.083  -3.004
C  8.763  1.453  -2.146
C  8.579  -0.714  -0.956
C  4.103  0.756  -1.673
H  4.297  -1.268  0.016
H  6.025  -1.652  -0.149
H  5.017  -1.732  -1.572
H  5.224  2.276  0.101
H  4.583  0.911  0.973
H  6.967  0.018  1.451
H  6.686  1.696  1.906
H  8.864  1.369  0.610
H  7.722  2.486  -0.095
H  9.664  1.905  -1.725
H  9.047  0.876  -3.025
H  8.194  2.347  -2.422
H  9.635  -0.554  -0.731
H  8.111  -1.178  -0.085
H  8.574  -1.392  -1.809
H  3.992  0.087  -2.528
H  4.106  1.790  -2.032
H  3.214  0.754  -1.040
H  6.390  0.672  -3.590
C  0.362  -7.162  -1.947
C  0.914  -5.822  -2.499
C  2.403  -5.691  -2.057
C  3.073  -4.454  -2.668
C  3.019  -4.594  -4.195
C  1.600  -4.717  -4.726
N  0.895  -5.757  -3.976
O  -0.346  -6.160  -4.534
C  0.943  -3.332  -4.756
C  1.663  -5.164  -6.200
C  0.097  -4.651  -1.858
H  -0.698  -7.122  -1.707
H  0.887  -7.436  -1.032
H  0.549  -7.881  -2.745
H  2.427  -5.664  -0.967
H  2.887  -6.614  -2.385
H  4.076  -4.570  -2.252
H  2.633  -3.527  -2.297
H  3.675  -5.461  -4.333
H  3.608  -3.847  -4.733
H  1.435  -2.717  -5.507
H  -0.130  -3.310  -4.974
H  0.960  -2.834  -3.785
H  0.821  -4.862  -6.832
H  2.546  -4.785  -6.718
H  1.603  -6.247  -6.325
H  -0.194  -3.832  -2.512
H  0.575  -4.374  -0.921
H  -0.893  -5.085  -1.685
H  -0.877  -5.347  -4.548
C  3.412  4.081  5.315
C  2.346  3.080  4.868
C  3.108  2.113  3.944
C  2.356  0.809  3.684
C  1.768  0.189  4.941
C  1.010  1.123  5.895
N  1.829  2.342  6.032
O  1.340  3.225  7.022
C  -0.425  1.396  5.397
C  1.056  0.351  7.225
C  1.296  3.922  4.099
H  4.338  3.631  5.699
H  3.135  4.794  6.094
H  3.867  4.672  4.514
H  3.250  2.675  3.017
H  4.069  1.851  4.391
H  2.913  0.109  3.054
H  1.618  1.101  2.922
H  2.152  -0.731  5.381
H  0.939  -0.360  4.453
H  -0.868  2.149  6.053
H  -0.541  1.614  4.339
H  -1.033  0.512  5.620
H  0.583  0.936  8.020
H  0.538  -0.604  7.134
H  2.061  0.152  7.595
H  0.725  3.183  3.529
H  1.808  4.552  3.372
H  0.665  4.503  4.765
H  1.946  3.053  7.750

***

Entry 2:
Here is a single C6H5N molecule in a non-equilibrium geometry from the Open Molecules 2025 dataset. Energies are from ωB97M-V/def2-TZVPD.

Its LUMO energy is 0.20 eV. The HOMO-LUMO gap comes out at 7.466 eV. As for the spin multiplicity: 1. Its highest occupied orbital energy is -7.269 eV. The energy above the lowest of the compared OMol25 structures with the same formula, charge and spin comes out at 86.1 kcal per mole.

Positions of all 12 atoms, in Å:
C  -1.385  0.247  -0.645
C  3.370  -0.218  2.456
C  -1.089  0.813  0.638
C  1.232  0.680  1.425
C  2.269  0.079  2.030
C  -0.488  -0.301  -1.471
N  0.061  0.690  1.183
H  -2.425  0.281  -0.933
H  4.175  -0.705  2.922
H  -1.855  1.319  1.204
H  0.561  -0.348  -1.230
H  -0.789  -0.706  -2.420

***

Entry 3:
Here is a gas-phase ion, C5H4IN2O2 (charge -1) in a non-equilibrium geometry from the Open Molecules 2025 dataset. Energies are from ωB97M-V/def2-TZVPD.

Its LUMO energy is 2.90 eV. As for the total charge: -1. The HOMO-LUMO gap comes out at 6.028 eV. As for the spin multiplicity: 1. Its highest occupied orbital energy is -3.127 eV. The energy above the lowest of the compared OMol25 structures with the same formula, charge and spin comes out at 62.9 kcal per mole.

Positions of all 14 atoms, in Å:
C  1.873  0.237  0.030
C  1.419  -1.918  -0.038
C  -0.367  0.661  0.077
C  -0.890  -0.619  -0.101
C  -1.431  1.765  -0.002
N  0.904  1.011  0.104
N  0.110  -1.733  0.038
O  2.232  -2.816  0.045
O  -2.033  -0.977  -0.339
I  3.830  0.980  0.007
H  -1.243  2.561  0.640
H  -2.344  1.323  0.328
H  -1.760  2.191  -0.935
H  -0.301  -2.667  0.146